A | Here is the ion C4H8NO2S with charge -1 from OMol25. Energies are from wB97M-V/def2-TZVPD.

As for the net charge: -1. For the orbital gap, the calculation gives 7.19 eV. Its multiplicity is 1.

Last column: Mulliken charge in e.
Atoms and positions in Å:
1 O 2.56 -0.98 0.77  -0.642
2 C 2.28 0.13 0.31  0.516
3 O 2.81 1.22 0.58  -0.695
4 C 0.74 0.29 -0.34  0.025
5 C -0.15 -0.66 0.62  -1.076
6 C -1.58 -0.84 0.12  -0.463
7 S -2.71 0.57 0.49  -0.296
8 N 0.06 0.56 -1.75  -0.980
9 H 0.64 1.34 -0.13  0.423
10 H 0.19 -1.69 0.74  0.329
11 H -0.16 -0.20 1.62  0.408
12 H -2.09 -1.80 0.12  0.407
13 H -1.42 -0.52 -0.96  0.394
14 H -1.84 1.50 0.77  0.067
15 H -0.19 1.53 -1.81  0.158
16 H 0.90 -0.47 -1.16  0.424

B | Here is the ion C4H8NO2S with charge -1 from OMol25. Energies are from wB97M-V/def2-TZVPD.

As for the net charge: -1. For the orbital gap, the calculation gives 6.33 eV. Its multiplicity is 1. The structure (SMILES) is O=C[C@@H](CS)NC[O-].

Last column: Mulliken charge in e.
Atoms and positions in Å:
1 O -1.30 1.48 -1.81  -0.488
2 C -1.31 0.31 -1.52  -0.207
3 C -0.14 -0.22 -0.68  -0.097
4 C -0.29 0.31 0.77  -0.504
5 S 0.29 2.06 0.96  -0.283
6 N -0.07 -1.65 -0.62  -0.430
7 C 1.12 -2.29 0.03  -0.437
8 O 1.22 -2.10 1.35  -0.899
9 H -2.18 -0.35 -1.70  0.346
10 H 0.79 0.16 -1.11  0.374
11 H 0.51 -0.30 1.30  0.325
12 H -1.24 0.06 1.23  0.428
13 H 0.37 2.02 2.31  0.093
14 H -0.90 -2.03 -0.17  0.273
15 H 1.10 -3.37 -0.30  0.291
16 H 1.99 -1.84 -0.51  0.217

C | Here is a cluster of 2 separate species, C4H8NO2S in total from OMol25. Energies are from wB97M-V/def2-TZVPD.

As for the net charge: -1. For the orbital gap, the calculation gives 4.72 eV. Its multiplicity is 1.

Last column: Mulliken charge in e.
Atoms and positions in Å:
1 C -1.68 0.70 0.16  -0.534
2 N -0.83 1.87 0.24  -0.424
3 C 0.31 1.74 -0.55  -0.516
4 C 1.19 0.33 -0.14  0.788
5 S 2.04 -0.22 -1.57  -0.311
6 C 0.24 -2.58 0.62  0.239
7 O 0.93 -2.34 1.63  -0.650
8 O -0.99 -2.74 0.56  -0.665
9 H -2.69 0.93 0.50  0.292
10 H -1.84 0.26 -0.84  0.277
11 H -1.06 0.02 0.76  0.261
12 H 0.28 1.82 -1.62  0.305
13 H 1.02 2.53 -0.27  0.348
14 H 0.52 -0.44 0.23  -0.929
15 H 1.83 0.62 0.69  0.290
16 H 0.72 -2.50 -0.40  0.230

The most stable arrangement is B, and the next structure is 265.8 kJ/mol less stable.

A | Here is an isolated molecule of C19H24N4O3 from OMol25. Energies are from wB97M-V/def2-TZVPD.

As for the net charge: 0. For the orbital gap, the calculation gives 7.84 eV. Its multiplicity is 1. The structure (SMILES) is C[C@H]1CN(c2ccc([N+](=O)[O-])c(NCCOc3ccccc3)c2)CCN1.

Last column: Mulliken charge in e.
Atoms and positions in Å:
1 C -0.86 -4.99 -1.12  -1.650
2 C -0.59 -3.54 -0.74  0.465
3 C -1.35 -3.16 0.55  -1.038
4 N -1.05 -1.79 0.92  0.299
5 C -1.86 -0.75 0.55  0.771
6 C -3.27 -0.90 0.58  -0.773
7 C -4.08 0.16 0.30  -0.773
8 C -3.56 1.43 -0.02  -0.756
9 N -4.48 2.46 -0.27  1.071
10 O -5.68 2.20 -0.23  -0.688
11 O -4.07 3.60 -0.51  -0.782
12 C -2.15 1.61 -0.06  0.152
13 N -1.61 2.80 -0.40  -0.058
14 C -0.21 3.10 -0.50  -0.956
15 C 0.51 3.17 0.87  -0.819
16 O 1.34 2.06 1.13  -0.404
17 C 2.55 1.96 0.49  0.861
18 C 3.03 2.85 -0.47  -0.524
19 C 4.27 2.64 -1.04  -0.649
20 C 5.04 1.55 -0.68  -0.527
21 C 4.57 0.67 0.28  -0.552
22 C 3.34 0.87 0.86  -0.298
23 C -1.35 0.51 0.23  0.657
24 C 0.37 -1.62 1.12  -1.337
25 C 1.14 -1.98 -0.16  -0.565
26 N 0.84 -3.32 -0.60  -0.389
27 H -0.28 -5.25 -2.00  0.408
28 H -0.57 -5.66 -0.31  0.356
29 H -1.92 -5.13 -1.33  0.400
30 H -0.93 -2.88 -1.54  0.251
31 H -2.42 -3.29 0.39  0.327
32 H -1.04 -3.81 1.37  0.312
33 H -3.72 -1.84 0.85  0.430
34 H -5.15 0.06 0.34  0.490
35 H -2.29 3.55 -0.53  0.276
36 H 0.29 2.34 -1.12  0.597
37 H -0.13 4.06 -1.01  0.346
38 H 1.09 4.10 0.96  0.443
39 H -0.23 3.15 1.67  0.441
40 H 2.44 3.70 -0.78  0.329
41 H 4.63 3.33 -1.79  0.386
42 H 6.01 1.39 -1.13  0.384
43 H 5.17 -0.18 0.58  0.396
44 H 2.96 0.20 1.62  0.491
45 H -0.28 0.65 0.19  0.115
46 H 0.59 -0.61 1.46  0.827
47 H 0.67 -2.31 1.92  0.204
48 H 2.22 -1.89 0.00  0.439
49 H 0.85 -1.29 -0.96  0.272
50 H 1.22 -4.00 0.06  0.342

B | Here is an isolated molecule of C19H24N4O3 from OMol25. Energies are from wB97M-V/def2-TZVPD.

As for the net charge: 0. For the orbital gap, the calculation gives 8.39 eV. Its multiplicity is 1. The structure (SMILES) is CC#CC[C@H](NC(=O)c1ncn2ccccc12)C(=O)N[C@H](CO)CCC.

Last column: Mulliken charge in e.
Atoms and positions in Å:
1 C 3.02 -5.69 0.35  -1.093
2 C 2.13 -4.63 0.83  0.185
3 C 1.42 -3.75 1.22  -0.270
4 C 0.54 -2.67 1.70  -0.827
5 C -0.41 -2.16 0.62  0.514
6 N 0.18 -1.29 -0.37  -0.261
7 C 1.45 -0.84 -0.52  -0.173
8 O 2.37 -1.06 0.26  -0.706
9 C 1.66 -0.03 -1.71  0.824
10 N 0.69 0.27 -2.60  -0.557
11 C 1.21 1.02 -3.54  -0.434
12 N 2.55 1.24 -3.30  0.075
13 C 3.47 1.95 -4.01  -0.276
14 C 4.75 2.01 -3.55  -0.526
15 C 5.11 1.34 -2.36  -0.484
16 C 4.18 0.63 -1.64  -0.435
17 C 2.86 0.56 -2.11  0.439
18 C -1.62 -1.51 1.30  -0.025
19 O -2.37 -2.19 1.99  -0.696
20 N -1.81 -0.19 1.10  0.020
21 C -2.94 0.55 1.64  -0.252
22 C -4.21 0.27 0.86  -0.979
23 O -4.10 0.83 -0.45  -0.537
24 C -2.57 2.03 1.69  -0.729
25 C -3.65 2.91 2.30  -0.394
26 C -3.19 4.36 2.43  -1.359
27 H 2.53 -6.26 -0.44  0.295
28 H 3.94 -5.27 -0.04  0.303
29 H 3.26 -6.38 1.16  0.288
30 H -0.04 -3.08 2.53  0.529
31 H 1.15 -1.86 2.10  0.376
32 H -0.84 -3.02 0.10  0.249
33 H -0.44 -1.03 -1.13  0.463
34 H 0.71 1.43 -4.39  0.401
35 H 3.13 2.43 -4.91  0.359
36 H 5.49 2.57 -4.10  0.376
37 H 6.13 1.40 -2.00  0.411
38 H 4.44 0.11 -0.73  0.497
39 H -1.15 0.31 0.53  0.307
40 H -3.11 0.20 2.66  0.328
41 H -4.36 -0.81 0.80  0.531
42 H -5.07 0.68 1.39  0.433
43 H -4.82 0.49 -0.98  0.306
44 H -1.65 2.14 2.27  0.439
45 H -2.34 2.39 0.68  0.402
46 H -4.55 2.87 1.69  0.285
47 H -3.92 2.53 3.29  0.331
48 H -3.98 4.98 2.87  0.396
49 H -2.31 4.45 3.07  0.325
50 H -2.95 4.78 1.46  0.327

The most stable arrangement is B, and the next structure is 216.8 kJ/mol less stable.

A | Here is an isolated molecule of C6H9N3S from OMol25. Energies are from wB97M-V/def2-TZVPD.

As for the net charge: 0. For the orbital gap, the calculation gives 9.73 eV. Its multiplicity is 1. The structure (SMILES) is C=CC/N=C(\NC#N)SC.

Last column: Mulliken charge in e.
Atoms and positions in Å:
1 C 0.17 -0.02 -2.32  -0.593
2 C -0.65 -0.93 -1.82  -0.217
3 C -0.69 -1.39 -0.39  -0.768
4 N 0.13 -0.63 0.50  -0.452
5 C -0.08 0.55 0.84  0.574
6 N -1.11 1.42 0.52  -0.256
7 C -2.18 1.16 -0.22  0.445
8 N -3.12 0.98 -0.84  -0.465
9 S 1.07 1.38 1.92  -0.201
10 C 2.31 0.08 2.17  -0.701
11 H 0.15 0.25 -3.36  0.285
12 H 0.90 0.49 -1.71  0.240
13 H -1.36 -1.43 -2.46  0.322
14 H -0.33 -2.42 -0.34  0.393
15 H -1.74 -1.39 -0.06  0.336
16 H -1.06 2.36 0.91  0.216
17 H 2.01 -0.75 1.54  0.252
18 H 3.28 0.48 1.89  0.297
19 H 2.31 -0.20 3.22  0.293

B | Here is a cluster of 2 separate species, C6H9N3S in total from OMol25. Energies are from wB97M-V/def2-TZVPD.

As for the net charge: 0. For the orbital gap, the calculation gives 9.53 eV. Its multiplicity is 1. The structure (SMILES) is C/N=C/SC.N#CC=C=N.

Last column: Mulliken charge in e.
Atoms and positions in Å:
1 C 1.70 -1.45 -0.80  -0.867
2 N 0.56 -0.60 -0.94  -0.276
3 C 0.73 0.65 -0.96  -0.176
4 S -0.57 1.77 -1.19  -0.058
5 C -1.98 0.63 -1.39  -0.752
6 H 1.73 -2.12 -1.67  0.333
7 H 2.64 -0.90 -0.72  0.323
8 H 1.57 -2.07 0.09  0.251
9 H 1.69 1.16 -0.86  0.402
10 H -2.76 1.18 -1.90  0.387
11 H -2.32 0.31 -0.41  0.180
12 H -1.63 -0.21 -1.97  0.256
13 N 2.16 1.44 2.12  -0.469
14 C 1.04 1.21 2.04  0.352
15 C -0.33 0.95 1.93  -0.666
16 C -0.76 -0.28 1.77  0.568
17 N -1.15 -1.42 1.84  -0.469
18 H -1.00 1.79 1.95  0.341
19 H -1.30 -2.03 1.05  0.338

The most stable arrangement is A, and the next structure is 57.4 kJ/mol less stable.

A | Here is a structure of composition C2H9N2O from OMol25. Energies are from wB97M-V/def2-TZVPD.

As for the net charge: +2. As for the expectation value of S²: 0.755. For the orbital gap (alpha / beta), the calculation gives 9.03 / 5.08 eV. Its multiplicity is 2.

Last column: Mulliken charge in e.
Atoms and positions in Å:
1 C -2.08 -0.65 -0.79  -0.621
2 N -0.88 -0.84 0.20  -0.209
3 C -1.29 0.14 1.08  0.385
4 N -1.22 1.36 1.11  -0.357
5 H -3.00 -0.93 -0.28  0.320
6 H -2.13 -1.15 -1.76  0.298
7 H -1.84 0.40 -0.97  0.396
8 H 5.01 0.58 -0.05  0.040
9 H -1.43 -0.93 1.64  0.404
10 H 5.02 -0.14 0.34  0.127
11 H -1.96 1.82 1.87  0.396
12 H 2.50 -0.04 -1.39  0.482
13 H 1.20 0.39 -0.52  0.435
14 O 2.10 -0.02 -0.49  -0.098

B | Here is the ion C2H9N2O with charge +2 from OMol25. Energies are from wB97M-V/def2-TZVPD.

As for the net charge: +2. As for the expectation value of S²: 0.755. For the orbital gap (alpha / beta), the calculation gives 13.14 / 7.51 eV. Its multiplicity is 2.

Last column: Mulliken charge in e.
Atoms and positions in Å:
1 C -0.58 -0.27 -0.81  -0.482
2 N -2.01 0.06 -0.35  -0.344
3 H -0.46 -1.34 -0.73  0.433
4 H -0.56 -0.05 -1.88  0.368
5 H -2.69 -0.22 -1.07  0.380
6 H -2.22 -0.47 0.52  0.382
7 N 0.39 0.46 -0.03  0.000
8 C 1.43 -0.20 0.67  -0.239
9 O 2.49 0.62 0.80  -0.401
10 H 0.69 1.40 -0.35  0.352
11 H -2.13 1.06 -0.15  0.369
12 H 1.75 -1.10 0.06  0.374
13 H 1.06 -0.65 1.61  0.403
14 H 2.84 0.68 1.71  0.403

The most stable arrangement is B, and the next structure is 898.8 kJ/mol less stable.

A | Here is a structure of composition C8H8NO5S from OMol25. Energies are from wB97M-V/def2-TZVPD.

As for the net charge: -1. For the orbital gap, the calculation gives 6.48 eV. Its multiplicity is 1.

Last column: Mulliken charge in e.
Atoms and positions in Å:
1 C -1.65 2.73 0.07  -0.674
2 C -2.38 1.92 0.95  -0.935
3 C -1.02 1.96 -0.82  0.278
4 C -2.24 0.59 0.56  0.492
5 C -3.75 -1.44 -0.20  0.665
6 C 1.53 -1.12 -0.11  0.843
7 C 2.73 -1.42 0.73  -1.204
8 C -0.98 -0.63 -1.03  -0.459
9 N -1.43 0.61 -0.59  0.219
10 O -3.85 -2.57 0.13  -0.578
11 O -4.15 -0.56 -0.83  -0.475
12 O 1.71 -0.99 -1.31  -0.615
13 O -0.29 2.32 -1.94  -0.579
14 O -2.62 -0.63 1.03  -0.775
15 S -0.06 -1.41 0.54  -0.126
16 H -1.76 3.76 0.13  0.505
17 H -2.79 2.30 1.84  0.466
18 H 3.57 -0.77 0.42  0.305
19 H 2.46 -1.36 1.78  0.354
20 H 3.11 -2.40 0.61  0.295
21 H -0.26 -0.74 -1.86  0.511
22 H 0.31 1.57 -2.03  0.322
23 H -1.91 -1.40 -1.36  0.162

B | Here is a cluster of 2 separate species, C8H8NO5S in total from OMol25. Energies are from wB97M-V/def2-TZVPD.

As for the net charge: -1. For the orbital gap, the calculation gives 7.72 eV. Its multiplicity is 1.

Last column: Mulliken charge in e.
Atoms and positions in Å:
1 C 1.45 1.91 1.97  -0.364
2 C 0.54 2.54 1.10  -0.585
3 C 1.11 0.68 2.56  -0.355
4 C -0.52 1.74 0.63  -0.044
5 C -0.08 -0.01 2.26  -0.643
6 C -0.81 0.52 1.13  0.390
7 C 0.78 -1.10 -1.50  -0.622
8 C -1.84 -0.33 0.39  0.398
9 N 0.06 0.08 -1.51  0.312
10 O 0.94 -3.39 -3.26  -0.632
11 O -0.20 0.50 -2.73  -0.588
12 O -1.70 -0.42 -0.86  -0.645
13 O -1.21 -2.75 -2.41  -0.435
14 O -2.79 -0.75 1.07  -0.704
15 S 0.16 -2.17 -3.00  0.577
16 H 2.49 2.37 2.09  0.256
17 H 0.69 3.39 0.49  0.355
18 H 1.80 0.38 3.31  0.407
19 H -1.12 2.16 -0.20  0.306
20 H -0.49 -0.89 2.70  0.450
21 H 0.59 -1.65 -0.58  0.253
22 H 1.84 -0.93 -1.50  0.455
23 H -1.68 -1.90 -2.14  0.457

The most stable arrangement is A, and the next structure is 287.4 kJ/mol less stable.

A | Here is the ion C3H6N3 with charge +1 from OMol25. Energies are from wB97M-V/def2-TZVPD.

As for the net charge: +1. For the orbital gap, the calculation gives 8.92 eV. Its multiplicity is 1. The structure (SMILES) is C[N+]1=CN=NC1.

Last column: Mulliken charge in e.
Atoms and positions in Å:
1 C -0.35 1.46 0.33  -0.890
2 N 0.15 0.14 -0.13  0.120
3 C 0.69 -0.22 -1.28  0.132
4 N 0.71 -1.60 -1.37  -0.202
5 N 0.33 -2.14 -0.32  -0.067
6 C -0.10 -1.05 0.63  -0.454
7 H -1.31 1.43 0.76  0.392
8 H -0.52 2.02 -0.49  0.373
9 H 0.19 1.71 1.15  0.379
10 H 1.00 0.47 -1.98  0.495
11 H -1.26 -1.18 1.00  0.360
12 H 0.47 -1.05 1.70  0.362

B | Here is the ion C3H6N3 with charge +1 from OMol25. Energies are from wB97M-V/def2-TZVPD.

As for the net charge: +1. For the orbital gap, the calculation gives 9.82 eV. Its multiplicity is 1. The structure (SMILES) is C[N+]1=NN=CC1.

Last column: Mulliken charge in e.
Atoms and positions in Å:
1 C 0.76 -0.84 -1.10  -0.769
2 N 0.69 -0.01 0.02  0.522
3 N 1.73 0.47 0.57  -0.170
4 N 1.53 1.20 1.68  -0.301
5 C 0.21 1.31 1.89  0.013
6 C -0.54 0.70 0.74  -0.384
7 H 1.37 -0.59 -2.00  0.319
8 H 0.99 -1.87 -0.89  0.343
9 H -0.29 -1.03 -1.47  0.341
10 H -0.13 2.04 2.68  0.393
11 H -1.36 0.17 1.10  0.345
12 H -0.83 1.42 -0.04  0.349

The most stable arrangement is A, and the next structure is 28.8 kJ/mol less stable.